{
  "formula": "C8H13N2OS",
  "method": "ωB97M-V/def2-TZVPD",
  "charge": -1,
  "lumo_ev": [3.5, 3.5],
  "total_energy_ha": -895.51100,
  "e_above_lowest_kcal_mol": 0.0,
  "species": ["C", "C", "C", "C", "C", "C", "C", "C", "N", "N", "O", "S", "H", "H", "H", "H", "H", "H", "H", "H", "H", "H", "H", "H", "H"],
  "xyz": [[-2.81981, 0.34862, 0.35078], [-1.97075, 1.32336, 0.15121], [-2.39048, -1.04299, 0.10577], [2.41492, 1.17780, -1.44891], [0.48272, 0.10032, 1.75739], [-0.62248, -2.42061, -0.59133], [1.50687, 1.36462, -0.17348], [0.84390, 0.08182, 0.26378], [-0.37665, -0.02969, -0.57167], [-1.11396, -1.14793, -0.33064], [-3.06253, -2.03537, 0.23362], [-1.59647, 2.89364, 0.20725], [-3.83677, 0.50859, 0.65096], [1.90195, 0.89976, -2.36752], [2.82940, 2.21035, -1.72862], [3.19442, 0.50252, -1.16672], [-0.47373, -0.37909, 1.87949], [1.35813, -0.41540, 2.29306], [0.40879, 1.08405, 2.12614], [-1.37736, -3.17434, -0.59086], [0.13600, -2.42737, -1.53418], [0.13824, -2.60560, 0.18284], [2.20219, 1.75648, 0.47441], [0.67880, 2.13346, -0.23005], [1.54466, -0.70702, 0.05730]],
  "atomic_forces_ev_per_a": [[0.0, -1.3, -0.2], [2.1, -0.1, -0.6], [1.0, 1.4, -0.3], [-1.3, 2.7, -0.1], [2.2, -1.6, -0.2], [4.4, -0.5, -1.4], [-1.4, 0.2, -2.7], [-1.5, 0.9, 0.4], [-0.2, 2.2, -0.3], [-1.3, 0.8, 0.4], [-2.1, -1.7, 0.5], [-0.2, 0.3, 0.0], [-0.3, 0.1, 0.2], [-0.2, -0.6, 0.2], [-0.1, -1.4, 0.6], [0.7, -0.5, -0.2], [-0.1, -0.5, 0.4], [-1.5, 0.5, -0.2], [-0.1, 1.3, 0.4], [-0.4, -0.3, -0.2], [-2.2, 0.1, 1.4], [-0.2, -0.7, 0.2], [1.4, 0.6, 2.3], [1.1, -0.8, -0.5], [0.2, -1.0, -0.1]]
}



{
  "formula": "C21H43N2P3SeY",
  "method": "ωB97M-V/def2-TZVPD",
  "charge": 3,
  "lumo_ev": -9.6,
  "total_energy_ha": -4398.38143,
  "e_above_lowest_kcal_mol": 0.0,
  "species": ["Y", "P", "P", "P", "H", "C", "C", "H", "C", "C", "C", "C", "C", "C", "C", "C", "C", "H", "H", "H", "H", "H", "H", "H", "H", "H", "H", "H", "H", "H", "H", "H", "H", "H", "H", "H", "H", "H", "H", "H", "H", "H", "H", "H", "H", "H", "C", "C", "C", "C", "C", "C", "Se", "H", "H", "H", "H", "H", "H", "C", "C", "N", "C", "C", "N", "H", "H", "H", "H", "H", "H"],
  "xyz": [[-0.19825, -0.53885, 1.20807], [0.22206, 2.07216, 1.93024], [-2.63551, 0.33532, 0.17934], [2.37633, -0.31777, -0.12659], [-1.33959, -2.31026, -2.13934], [-0.43549, -2.27394, -1.49654], [-0.55657, -2.24831, -0.13836], [-1.54989, -2.41283, 0.34063], [0.38619, 3.73326, 1.19163], [-1.14247, 2.45125, 3.09742], [1.67066, 2.15481, 3.02388], [-3.58599, -0.55638, -1.09233], [-3.67996, 0.07133, 1.68538], [-3.10739, 2.03163, -0.30525], [3.04121, -1.49089, -1.38549], [3.29784, -0.87452, 1.38588], [3.37279, 1.16497, -0.55080], [0.52333, -2.34153, -2.03133], [0.41051, -2.38383, 0.45854], [0.37670, 4.42133, 2.04393], [-0.45917, 3.94086, 0.52504], [1.34050, 3.80077, 0.65335], [-0.85237, 3.40239, 3.56620], [-1.23607, 1.67020, 3.86633], [-2.10241, 2.57706, 2.57439], [1.46383, 2.94882, 3.74946], [2.56016, 2.42162, 2.44262], [1.84317, 1.21354, 3.55598], [-4.63778, -0.25885, -0.97154], [-3.47703, -1.64376, -0.99089], [-3.22044, -0.24733, -2.08044], [-4.69546, 0.42654, 1.45276], [-3.27044, 0.63518, 2.54520], [-3.71247, -1.00238, 1.93738], [-4.19971, 2.03288, -0.46387], [-2.60294, 2.28598, -1.25371], [-2.83403, 2.75671, 0.48085], [4.13893, -1.47295, -1.32798], [2.70507, -1.18283, -2.38445], [2.68078, -2.50972, -1.19361], [4.33780, -1.10574, 1.11088], [2.83576, -1.77404, 1.82595], [3.29862, -0.06961, 2.14316], [4.41712, 0.87344, -0.77437], [3.37529, 1.88100, 0.28919], [2.94708, 1.65864, -1.44201], [0.01041, 0.99906, -4.84344], [-0.65579, -0.09176, -5.38721], [-0.26795, -0.55501, -6.64034], [0.74083, 0.09391, -7.36352], [1.37974, 1.22456, -6.81407], [1.02539, 1.66936, -5.53572], [-0.52835, 1.56551, -3.12029], [0.91075, 1.32036, -2.72674], [-1.44655, -0.53516, -4.79568], [-0.74941, -1.44811, -7.02816], [1.03739, -0.25851, -8.35357], [2.15018, 1.76128, -7.36931], [1.51021, 2.50434, -5.02841], [-0.08097, -0.98229, 4.81505], [-0.22670, -2.22126, 4.01113], [-0.30304, -2.36942, 2.67659], [-0.43750, -3.73713, 2.42117], [-0.43406, -4.40423, 3.59217], [-0.30013, -3.42851, 4.57658], [-0.96891, -0.82801, 5.45074], [0.01438, -0.08120, 4.18971], [0.82758, -1.03164, 5.43831], [-0.51579, -4.07621, 1.39968], [-0.51255, -5.45403, 3.74521], [-0.26948, -3.58128, 5.57540]],
  "atomic_forces_ev_per_a": [[0.3, 1.9, 0.9], [0.0, 1.6, 0.4], [-1.4, 0.6, 0.1], [1.5, -0.2, 0.2], [0.7, 0.2, 0.5], [-0.7, -0.2, 0.6], [0.8, -2.3, -3.0], [0.8, 0.1, -0.1], [-0.1, -0.4, -0.6], [0.0, -0.2, 0.1], [0.1, -0.2, 0.3], [0.3, -0.3, -0.1], [0.3, -0.1, 0.0], [0.4, 0.3, 0.1], [-0.6, 0.0, 0.1], [-0.3, 0.1, 0.1], [-0.3, 0.5, -0.1], [-0.4, 0.2, 0.4], [-1.1, -0.8, -1.0], [0.1, 0.0, -0.3], [0.3, 0.1, 0.1], [-0.4, 0.1, 0.0], [-0.3, -0.3, 0.1], [-0.1, 0.4, -0.1], [0.4, 0.0, 0.2], [0.3, -0.1, 0.0], [-0.1, -0.1, 0.2], [0.1, 0.2, 0.1], [0.3, -0.2, -0.1], [-0.2, 0.2, -0.1], [-0.1, -0.1, 0.2], [0.3, -0.2, 0.3], [-0.3, -0.3, -0.3], [-0.1, 0.4, 0.0], [0.4, 0.1, 0.1], [-0.2, 0.0, 0.5], [-0.2, -0.2, -0.5], [-0.4, 0.0, -0.1], [0.2, -0.1, 0.2], [0.2, 0.1, -0.1], [-0.3, 0.0, 0.2], [0.2, 0.2, -0.1], [0.1, -0.4, -0.3], [-0.6, 0.0, 0.2], [0.0, -0.2, -0.4], [0.2, -0.1, 0.4], [-0.1, -0.3, -1.1], [0.5, 0.4, -0.1], [0.1, -0.1, -0.2], [0.0, 0.4, 0.4], [-0.3, -0.3, 0.2], [-0.3, -0.3, 0.2], [1.3, 0.0, 0.8], [-0.9, 0.3, 0.4], [0.0, -0.3, -0.3], [0.1, 0.2, -0.2], [-0.2, 0.1, 0.4], [-0.2, -0.2, 0.1], [0.0, -0.1, -0.5], [0.0, 0.4, 0.1], [0.0, -0.8, -0.4], [0.0, 0.8, 0.6], [0.1, 0.5, 0.1], [0.0, 0.7, -0.1], [-0.1, -0.5, -0.2], [0.4, -0.1, -0.1], [0.0, -0.3, 0.0], [-0.4, 0.0, -0.1], [0.0, -0.4, 0.4], [0.0, -0.4, 0.5], [0.0, -0.2, 0.0]]
}



{
  "formula": "C4H12NO3",
  "method": "ωB97M-V/def2-TZVPD",
  "charge": 1,
  "lumo_ev": -3.0,
  "total_energy_ha": -439.78067,
  "e_above_lowest_kcal_mol": 58.9,
  "species": ["C", "C", "C", "C", "N", "O", "O", "O", "H", "H", "H", "H", "H", "H", "H", "H", "H", "H", "H", "H"],
  "xyz": [[2.17754, 3.18641, -0.36535], [1.74502, 1.99512, 0.39409], [-2.07940, -2.19126, 0.11267], [0.86874, 1.04847, 0.20523], [-0.59764, -2.10128, -0.07768], [-2.32827, -3.54932, 0.02616], [0.08709, 0.71657, -0.86833], [0.53170, -0.04729, 1.07564], [2.73042, 2.72934, -1.25369], [2.86156, 3.85807, 0.20065], [1.31292, 3.85903, -0.58467], [2.17012, 1.77275, 1.42328], [-2.67270, -1.62493, -0.51162], [-2.36930, -1.72958, 1.06435], [-0.20715, -2.04799, -0.99103], [-0.23995, -2.97764, 0.29593], [-0.26425, -1.28606, 0.61946], [-3.08328, -3.76064, -0.56451], [-0.03038, 1.41595, -1.60369], [1.05140, -0.02500, 1.90469]],
  "atomic_forces_ev_per_a": [[0.5, 0.2, -1.0], [0.6, -0.8, 3.7], [0.4, -1.2, 0.9], [-1.7, -1.8, -1.2], [-0.4, 1.2, 3.2], [-1.1, -0.6, -0.3], [-0.6, 1.6, -1.9], [1.3, 1.5, 0.7], [-0.8, 1.5, 0.6], [-0.3, -0.9, -0.3], [0.6, -0.7, -0.5], [-0.1, 0.9, -1.2], [-0.6, 1.2, -2.3], [0.7, -0.6, 0.5], [-0.1, 0.7, -1.1], [0.0, -0.2, 0.2], [0.3, -1.0, -2.0], [0.7, 0.3, 0.6], [0.7, -1.3, 2.1], [-0.3, 0.2, -0.6]]
}



{
  "formula": "C2H2O3S",
  "method": "ωB97M-V/def2-TZVPD",
  "charge": 0,
  "lumo_ev": -1.2,
  "total_energy_ha": -701.25950,
  "e_above_lowest_kcal_mol": 50.8,
  "species": ["C", "C", "O", "O", "O", "S", "H", "H"],
  "xyz": [[-0.32544, 1.65369, 0.20665], [-0.44881, 0.77370, 1.21191], [-0.06401, 2.35036, -0.71022], [2.51327, -1.21214, -0.20789], [3.37267, 0.88187, 0.62612], [2.40834, 0.26752, -0.28367], [-1.07199, -0.10196, 0.88243], [-0.30930, 1.09128, 2.23947]],
  "atomic_forces_ev_per_a": [[1.0, 0.7, -0.7], [-1.0, 0.2, -1.8], [-0.8, -1.4, 2.0], [-0.9, 2.8, -0.8], [-1.5, 0.2, -1.3], [2.5, -3.1, 2.2], [0.8, 0.8, 0.8], [0.0, -0.2, -0.2]]
}